DFT (ωB97M-V/def2-TZVPD) results for 2 unconnected molecules or ions with the total composition C4H12N2O at a distorted geometry.

Output
**Net charge**: 0
**Relative energy (zero: lowest compared OMol25 entry of this formula, charge and spin)**: 1.418 eV
**E_tot**: -344.33293 Eh
**Lowest unoccupied orbital energy**: 0.840 eV
**SMILES**: CC/C(N)=C/N.O
**Kohn-Sham gap**: 8.88 eV
**Largest force on an atom**: 2.1 eV/Å

The geometry in XYZ format:
```
19
C4H12N2O (ωB97M-V/def2-TZVPD)
C -2.4122 0.1907 0.1251
C -1.2863 0.9323 0.9164
C 0.0859 0.5559 0.4220
N 0.5780 -0.6533 1.0236
C 0.8196 1.3032 -0.4011
N 2.1802 1.0236 -0.7564
H -3.3742 0.5805 0.5141
H -2.3425 -0.8908 0.1771
H -2.4094 0.5184 -0.9149
H -1.3582 0.5731 1.9484
H -1.6050 1.9662 0.7763
H 1.5925 -0.5250 0.9927
H 0.3631 -0.8774 1.9971
H 0.3119 2.1427 -0.9332
H 2.4612 1.6802 -1.4707
H 2.2187 0.1182 -1.2182
O 0.0229 -2.6129 -1.0391
H 0.9214 -2.8727 -1.2529
H 0.0941 -1.9228 -0.3514
```

Atomic partial charges in e from the Löwdin method, atoms 1 to 5: C -0.10; C -0.20; C -0.37; N 0.06; C -0.17



DFT (ωB97M-V/def2-TZVPD) results for 2 unconnected molecules or ions with the total composition C4H12N2O.

Output
**Net charge**: 0
**Relative energy (zero: lowest compared OMol25 entry of this formula, charge and spin)**: 0.888 eV
**E_tot**: -344.35240 Eh
**Lowest unoccupied orbital energy**: 1.000 eV
**SMILES**: [H]/N=C/NCCC.O
**Kohn-Sham gap**: 10.30 eV
**Largest force on an atom**: 0.6 eV/Å

The geometry in XYZ format:
```
19
C4H12N2O (ωB97M-V/def2-TZVPD)
H 1.7712 -1.8229 -2.6789
N 1.0304 -1.4830 -2.0707
C 1.4506 -0.5852 -1.2760
N 0.6694 -0.1068 -0.2567
C 0.4302 1.3223 -0.1106
C -0.1392 1.6476 1.2660
C -1.4903 1.0023 1.5227
H 2.4882 -0.2427 -1.2762
H -0.1568 -0.6747 -0.1171
H 1.3545 1.8603 -0.3119
H -0.3354 1.6195 -0.8400
H -0.2190 2.7365 1.3425
H 0.5561 1.3464 2.0493
H -1.4595 -0.0868 1.4921
H -2.2748 1.3409 0.8437
H -1.8053 1.2187 2.5469
O -0.9851 -2.9350 -0.5741
H -0.4419 -3.6851 -0.3069
H -0.4432 -2.4720 -1.2439
```

Atomic partial charges in e from the Löwdin method, atoms 1 to 5: H 0.05; N 0.07; C -0.31; N -0.02; C -0.22



DFT (ωB97M-V/def2-TZVPD) results for a gas-phase ion, C4H12N2O (charge +1) at a distorted geometry.

Output
**Net charge**: +1
**Relative energy (zero: lowest compared OMol25 entry of this formula, charge and spin)**: 1.447 eV
**E_tot**: -344.00931 Eh
**<S²>**: 0.756
**Lowest unoccupied orbital energy (alpha / beta)**: -3.328 / -8.490 eV
**Kohn-Sham gap (alpha / beta)**: 10.74 / 5.50 eV
**2S+1**: 2
**Largest force on an atom**: 2.0 eV/Å

The geometry in XYZ format:
```
19
C4H12N2O (ωB97M-V/def2-TZVPD)
N 1.8200 -0.0906 0.8632
C 0.5538 -0.1668 0.1183
C 0.2317 1.1852 -0.4838
C -0.9540 1.1975 -1.4341
O -0.7712 0.3415 -2.5487
C -0.6087 -0.5158 1.2155
N -0.7159 -1.8587 1.4814
H 2.6038 -0.5344 0.3992
H 1.7243 -0.5570 1.7535
H 0.5384 -0.9870 -0.6044
H 1.1458 1.5651 -0.9578
H 0.0788 1.9202 0.3145
H -1.1181 2.2157 -1.7722
H -1.8198 0.7621 -0.9337
H 0.1378 0.3998 -2.8811
H -1.4834 -0.2645 0.6344
H -0.4661 0.1417 2.0670
H -0.8535 -2.4530 0.6602
H -0.0438 -2.3011 2.1086
```

Atomic partial charges in e from the Löwdin method, atoms 1 to 5: N 0.08; C -0.29; C -0.14; C -0.24; O -0.05



DFT (ωB97M-V/def2-TZVPD) results for 2 unconnected molecules or ions with the total composition C4H12N2O2 at a distorted geometry.

Output
**Net charge**: 0
**Relative energy (zero: lowest compared OMol25 entry of this formula, charge and spin)**: 1.227 eV
**E_tot**: -419.60339 Eh
**Lowest unoccupied orbital energy**: 0.760 eV
**SMILES**: CCC(=O)NCN.O
**Kohn-Sham gap**: 10.52 eV
**Largest force on an atom**: 2.0 eV/Å

The geometry in XYZ format:
```
20
C4H12N2O2 (ωB97M-V/def2-TZVPD)
C -0.7788 -0.5296 1.8745
C 0.4167 -0.5951 0.9129
C -0.0854 -0.2797 -0.5029
O -0.6865 -1.1732 -1.0947
N 0.3419 0.8399 -1.1308
C 0.7357 2.1772 -0.5728
N -0.2770 2.7809 0.2320
H -1.1904 0.4729 1.9667
H -1.5674 -1.1415 1.4162
H -0.5940 -1.0236 2.8183
H 1.1569 0.1698 1.1417
H 0.7484 -1.6285 0.9365
H 0.1698 0.7499 -2.1331
H 1.6417 1.9831 -0.0041
H 1.0134 2.7635 -1.4429
H -1.1206 3.0061 -0.2810
H -0.5455 2.2023 1.0092
O 0.3480 -3.8012 -1.4045
H 0.3555 -2.8479 -1.5342
H -0.0826 -4.1254 -2.2070
```

Atomic partial charges in e from the Löwdin method, atoms 1 to 5: C -0.09; C -0.14; C -0.50; O 0.02; N 0.07



DFT (ωB97M-V/def2-TZVPD) results for a molecular structure, C4H12N2O2 at a distorted geometry.

Output
**Net charge**: 0
**Relative energy (zero: lowest compared OMol25 entry of this formula, charge and spin)**: 5.095 eV
**E_tot**: -419.46124 Eh
**Lowest unoccupied orbital energy**: 0.669 eV
**Kohn-Sham gap**: 7.52 eV
**Largest force on an atom**: 3.8 eV/Å

The geometry in XYZ format:
```
20
C4H12N2O2 (ωB97M-V/def2-TZVPD)
C -1.6301 0.0535 -1.2741
N -1.9953 -0.5839 0.3731
N -3.3879 -0.8000 0.6396
H -1.6411 0.1527 0.9788
H -3.7589 -1.3979 -0.0936
H -3.4890 -1.2749 1.5363
H -2.5074 0.6976 -1.3111
H -1.7153 -0.8065 -1.9322
H -0.7028 0.6024 -1.3910
C 3.2236 1.0993 0.0911
C 1.1329 -0.3239 0.2352
C 2.2691 0.0449 -0.3866
O 0.6117 0.4014 1.3068
O 0.2971 -1.2331 -0.2022
H 1.2617 1.0417 1.6121
H -0.9517 -1.3219 0.4499
H 2.5313 -0.5120 -1.2733
H 3.7872 1.5077 -0.7441
H 2.7194 1.9454 0.5720
H 3.9454 0.7075 0.8133
```

Atomic partial charges in e from the Löwdin method, atoms 1 to 5: C 0.09; N -0.12; N 0.00; H 0.10; H 0.08



DFT (ωB97M-V/def2-TZVPD) results for 2 unconnected molecules or ions with the total composition C4H12N2O2 at a distorted geometry.

Output
**Net charge**: 0
**Relative energy (zero: lowest compared OMol25 entry of this formula, charge and spin)**: 2.489 eV
**E_tot**: -419.55700 Eh
**Lowest unoccupied orbital energy**: 0.621 eV
**SMILES**: CC(C)NC(N)=O.O
**Kohn-Sham gap**: 9.79 eV
**Largest force on an atom**: 5.2 eV/Å

The geometry in XYZ format:
```
20
C4H12N2O2 (ωB97M-V/def2-TZVPD)
C -0.7357 -1.4990 -1.0590
C 0.6099 -0.7773 -0.7219
C 1.0958 -1.1006 0.6624
N 0.8223 0.5250 -1.2804
C -0.2239 1.3093 -1.6624
N 0.2370 2.2870 -2.5537
O -1.3154 1.1148 -1.2104
H -0.5579 -2.6093 -1.1229
H -1.5934 -1.2709 -0.4156
H -1.0098 -1.1267 -1.9869
H 1.2112 -1.5054 -1.4981
H 0.6470 -1.9171 1.2052
H 1.0111 -0.4073 1.3564
H 2.2033 -1.3976 0.7060
H 1.7692 0.8228 -1.3694
H -0.5316 2.8654 -3.0888
H 0.9407 2.9344 -2.2331
O -1.3267 0.7133 5.7570
H -1.7032 1.2126 5.1065
H -1.5500 -0.1733 5.4090
```

Atomic partial charges in e from the Löwdin method, atoms 1 to 5: C -0.08; C -0.40; C -0.07; N 0.07; C -0.63



DFT (ωB97M-V/def2-TZVPD) results for 3 unconnected molecules or ions with the total composition C4H12N2O2 at a distorted geometry.

Output
**Net charge**: 0
**Relative energy (zero: lowest compared OMol25 entry of this formula, charge and spin)**: 9.371 eV
**E_tot**: -419.30411 Eh
**Lowest unoccupied orbital energy**: -3.085 eV
**Kohn-Sham gap**: 6.18 eV
**Largest force on an atom**: 7.9 eV/Å

The geometry in XYZ format:
```
20
C4H12N2O2 (ωB97M-V/def2-TZVPD)
C 1.2605 1.6204 0.6687
N 0.6507 1.2550 -0.7854
C -1.6480 0.2448 -0.1807
C -0.1601 0.1399 -0.9280
C 0.6873 -1.1032 -0.5896
N 0.1478 -2.4006 -0.9113
O 1.5431 2.9501 0.9691
H -0.0725 1.2479 1.4624
H 0.4450 2.1529 -1.0987
H -2.2101 1.1692 -0.3672
H -2.2768 -0.6403 -0.4912
H -1.4860 0.1772 0.9967
H -0.4335 0.1254 -1.9718
H 1.0325 -0.8915 0.4675
H 1.6176 -1.0452 -1.2137
H -0.3562 -2.4305 -1.7759
H -0.4355 -2.7831 -0.1334
H 2.1511 0.9038 0.6835
H -0.4525 -0.2483 3.0146
O -0.0044 -0.4440 2.1845
```

Atomic partial charges in e from the Löwdin method, atoms 1 to 5: C -0.19; N 0.05; C -0.05; C -0.41; C -0.29



DFT (ωB97M-V/def2-TZVPD) results for 2 unconnected molecules or ions with the total composition C4H12N2O2 at a distorted geometry.

Output
**Net charge**: 0
**Relative energy (zero: lowest compared OMol25 entry of this formula, charge and spin)**: 2.446 eV
**E_tot**: -419.55858 Eh
**Lowest unoccupied orbital energy**: 0.570 eV
**SMILES**: NCCCC(N)=O.O
**Kohn-Sham gap**: 9.65 eV
**Largest force on an atom**: 5.1 eV/Å

The geometry in XYZ format:
```
20
C4H12N2O2 (ωB97M-V/def2-TZVPD)
N -0.6313 3.2974 0.3589
C -1.3467 2.2361 1.1398
C -0.9558 0.8592 0.9211
C -0.6767 0.3882 -0.5606
C 0.2212 -0.7973 -0.6829
N 0.6647 -1.1061 -1.9894
O 0.3158 -1.5886 0.2509
H -1.3272 4.0915 0.3168
H -0.1247 3.0789 -0.5131
H -2.3781 2.5280 1.1494
H -1.1306 2.4065 2.2174
H -1.7186 0.0910 1.2847
H -0.0794 0.5641 1.5724
H -0.0112 1.2100 -0.9190
H -1.5514 0.3467 -1.2657
H 1.5156 -1.7032 -1.9484
H 0.6008 -0.3173 -2.5738
O 2.0442 -3.1991 0.5099
H 2.5399 -2.4385 0.5627
H 1.0992 -3.0123 0.5386
```

Atomic partial charges in e from the Löwdin method, atoms 1 to 5: N -0.03; C -0.32; C -0.21; C -0.12; C -0.48



DFT (ωB97M-V/def2-TZVPD) results for a molecular structure, C4H12N2O3 at a distorted geometry.

Output
**Net charge**: 0
**Relative energy (zero: lowest compared OMol25 entry of this formula, charge and spin)**: 7.138 eV
**E_tot**: -494.61514 Eh
**Lowest unoccupied orbital energy**: 0.841 eV
**Kohn-Sham gap**: 9.82 eV
**Largest force on an atom**: 4.2 eV/Å

The geometry in XYZ format:
```
21
C4H12N2O3 (ωB97M-V/def2-TZVPD)
C -0.0620 -0.3570 -1.7668
C -0.9065 0.6963 -2.3710
N -0.3650 1.9690 0.9288
O 0.7165 1.2750 0.3124
H -0.7184 1.6803 1.8468
H -1.2672 1.8595 0.4649
H -0.2411 -1.3744 -2.0991
H 1.0062 -0.2242 -1.9072
H -0.3095 1.5399 -2.7422
H -1.4187 0.2655 -3.2363
H -1.6163 1.2263 -1.7245
C 1.1302 -0.0577 2.3943
C 1.1811 0.0116 0.8826
N -0.5804 -2.0665 0.4061
O -0.6052 -0.7177 -0.0684
O 2.1662 -0.4675 0.3183
H -1.5459 -2.3714 0.2900
H 0.0327 -2.5890 -0.2245
H 1.3915 -1.0752 2.6911
H 1.8739 0.6224 2.8125
H 0.1380 0.1549 2.7921
```

Atomic partial charges in e from the Löwdin method, atoms 1 to 5: C -0.04; C -0.10; N 0.02; O -0.14; H 0.07



DFT (ωB97M-V/def2-TZVPD) results for 2 unconnected molecules or ions with the total composition C4H12N2O3 at a distorted geometry.

Output
**Net charge**: 0
**Relative energy (zero: lowest compared OMol25 entry of this formula, charge and spin)**: 1.724 eV
**E_tot**: -494.81409 Eh
**Lowest unoccupied orbital energy**: 0.616 eV
**SMILES**: CNC(=O)CNCO.O
**Kohn-Sham gap**: 9.36 eV
**Largest force on an atom**: 2.4 eV/Å

The geometry in XYZ format:
```
21
C4H12N2O3 (ωB97M-V/def2-TZVPD)
C 2.4703 -0.0051 1.0596
N 1.4577 -0.9659 0.6620
C 0.1899 -0.6163 0.3178
O -0.6577 -1.4604 0.0639
C -0.2568 0.8584 0.3360
N -0.3428 1.3756 -1.0161
C -1.4794 1.0114 -1.8390
O -1.1016 0.4131 -3.0715
H 2.0934 0.7319 1.7584
H 3.2150 -0.5411 1.6436
H 2.9770 0.4729 0.2247
H 1.6208 -1.9451 0.8196
H 0.5191 1.4950 0.7570
H -1.1645 0.9424 0.9246
H 0.5047 1.6576 -1.4713
H -1.9165 0.1860 -1.2765
H -2.2166 1.7950 -2.0329
H -0.4524 0.9642 -3.5054
O -1.9400 -2.2044 2.2370
H -1.5105 -2.8024 1.6272
H -2.0090 -1.3627 1.7813
```

Atomic partial charges in e from the Löwdin method, atoms 1 to 5: C -0.09; N 0.04; C -0.45; O 0.02; C -0.12